Below is a molecular structure, C4H12F6I2N2PtSb in a non-equilibrium geometry, with properties calculated with wB97M-V/def2-TZVPD.

Calculated values
Energy relative to the best compared isomer or geometry (same formula, charge and spin)   47.56 kJ/mol
Charge   +2
Spin multiplicity   2
M   772.79 g mol⁻¹
Kohn-Sham gap (spin up / spin down)   7.4 / 7.3 eV
LUMO energy (spin up / spin down)   -9.8 / -10.7 eV

The geometry in XYZ format:
```
28
C4H12F6I2N2PtSb | OMol25 | wB97M-V/def2-TZVPD
Pt -0.07715 -0.26466 -0.04851
I -0.58640 2.10871 1.24288
I -0.77182 1.53105 -2.07327
Sb -3.03564 -1.72328 0.75839
F -2.62902 -3.53356 0.74458
F -1.85105 -1.59668 -0.83716
F -4.54034 -1.72575 -0.30040
F -2.82852 0.18449 0.55484
F -1.23570 -1.50180 1.60655
F -3.80943 -1.56326 2.42069
N 0.59416 -2.24002 -0.36652
N 1.90539 0.16411 0.04260
C 2.75618 -2.02661 0.84899
C 1.42844 -2.75506 0.75668
C 2.62713 -0.54560 1.15423
C -1.60781 2.72020 -0.52707
H 2.07408 -0.36655 2.07702
H 3.33877 -2.16658 -0.06879
H 1.58559 -3.82024 0.57924
H 3.60955 -0.08055 1.24524
H -0.28150 -2.76255 -0.44744
H 2.33499 -0.09295 -0.84731
H 1.07861 -2.34996 -1.25721
H 3.34333 -2.48291 1.64630
H -1.43594 3.77367 -0.72046
H 0.84142 -2.65485 1.66907
H 2.02328 1.17417 0.12584
H -2.65131 2.44783 -0.41079
```

=====

Below is a molecular structure, C18H20MoN4O7, with properties calculated with wB97M-V/def2-TZVPD.

Calculated values
Energy relative to the best compared isomer or geometry (same formula, charge and spin)   16.92 kJ/mol
Charge   +2
Spin multiplicity   1
M   500.32 g mol⁻¹
Kohn-Sham gap   6.8 eV
LUMO energy   -8.9 eV

The geometry in XYZ format:
```
50
C18H20MoN4O7 | OMol25 | wB97M-V/def2-TZVPD
Mo -0.82234 -1.26158 -1.15370
O 1.90526 1.00147 -2.77796
O 0.11717 -3.10370 0.06264
O -1.43722 0.31636 -0.35112
O -3.21426 -4.52570 -1.44559
O -1.92894 1.61011 1.40755
O 0.82275 -1.02391 -1.00031
O -1.81526 -2.79447 -1.72552
N -1.01824 -0.56381 -2.86789
N -2.19337 -1.89673 0.73614
N -1.81570 0.39360 -7.54832
N -1.26695 0.05751 -5.17354
C -3.27531 -2.73228 0.15325
C 2.01355 1.25499 -1.68311
C 3.79833 -0.02813 0.25986
C 1.33640 2.93658 -0.17584
C 2.24376 3.50637 3.45387
C -1.99399 0.55525 0.88500
C -1.56144 0.23770 -6.43727
C 2.09779 1.74804 -0.40155
C 1.39797 3.46604 1.09250
C -0.65075 -3.79986 1.05268
C 0.51034 3.56440 -1.25598
C -2.70309 -0.67679 1.40194
C -1.41453 -2.69859 1.73411
C 2.90493 1.12758 0.59177
C 2.17110 2.88218 2.10041
C 2.91361 1.72156 1.82840
C -1.16337 -0.26789 -4.04977
C -2.78437 -3.49217 -1.06869
H 0.79317 -3.65901 -0.34760
H -1.29406 -4.55022 0.59019
H -3.76881 -0.54034 1.21530
H -4.09454 -2.09296 -0.17892
H -3.67007 -3.43652 0.88565
H 4.65785 0.32690 -0.31392
H 3.29007 -0.78765 -0.33380
H 0.82876 4.36014 1.31223
H 2.22015 2.74944 4.23727
H -2.56757 -0.72595 2.48098
H 0.01154 -4.29646 1.76068
H -2.09792 -3.09944 2.48556
H 1.43791 4.21796 3.61625
H -0.18289 2.84599 -1.69981
H 1.14466 3.96286 -2.05141
H 3.53225 1.29792 2.61003
H -0.07620 4.38615 -0.85452
H 4.18085 -0.49079 1.16643
H -0.71098 -2.02383 2.22302
H 3.19202 4.04166 3.55241
```

=====

Below is a gas-phase ion, C10H12FN2 (charge +1) in a non-equilibrium geometry, with properties calculated with wB97M-V/def2-TZVPD.

Calculated values
Energy relative to the best compared isomer or geometry (same formula, charge and spin)   257.71 kJ/mol
Charge   +1
SMILES   C=C=[n+]1cc(CC)[nH]/c1=C/C=C/F
Spin multiplicity   1
M   179.22 g mol⁻¹
Kohn-Sham gap (spin up / spin down)   7.1 / 7.1 eV
LUMO energy (spin up / spin down)   -4.3 / -4.3 eV

The geometry in XYZ format:
```
25
C10H12FN2 | OMol25 | wB97M-V/def2-TZVPD
F -2.42311 4.55320 -0.97780
N -0.24604 -0.19116 -0.88618
N 0.98727 0.03930 0.94934
C -1.45270 4.01448 -0.35004
C -1.88349 0.48197 -2.69412
C -0.24401 1.97944 0.34871
C 2.03397 -2.22194 1.26143
C 0.16189 0.75182 0.08837
C 1.20567 -1.22409 0.45829
C -1.21269 2.71258 -0.41681
C 1.02222 -3.25538 1.80093
C 0.53728 -1.34803 -0.76414
C -1.00032 0.09376 -1.81557
H -2.96361 0.20404 -2.60082
H 2.68108 -1.90281 2.11267
H 2.72864 -2.76720 0.53103
H 0.47025 -3.75947 1.02150
H -0.97103 4.73117 0.27226
H -1.57596 0.83785 -3.65135
H 0.41602 -2.17139 -1.41765
H -1.84277 2.17437 -1.05291
H 1.25498 0.57227 1.77976
H 0.33143 2.62570 1.15073
H 0.40954 -2.94816 2.59668
H 1.57549 -3.98232 2.25570
```

=====

Below is a single C7H10N2O2 molecule in a non-equilibrium geometry, with properties calculated with wB97M-V/def2-TZVPD.

Calculated values
Energy relative to the best compared isomer or geometry (same formula, charge and spin)   541.92 kJ/mol
SMILES   O=C(O)CCCc1ncc[nH]1
Spin multiplicity   1
M   154.17 g mol⁻¹
Kohn-Sham gap   8.6 eV
LUMO energy   0.4 eV

The geometry in XYZ format:
```
21
C7H10N2O2 | OMol25 | wB97M-V/def2-TZVPD
O -1.83464 -0.20572 -1.00677
O -0.62179 -0.73061 -2.95889
N -0.03908 1.56578 1.61314
N 0.97931 1.01826 -0.40366
C 0.27582 -1.53128 -0.89203
C 0.99224 0.76828 1.02930
C -0.38696 2.37050 0.51589
C 1.01231 -0.70695 1.36432
C 0.35491 2.15271 -0.64972
C -0.11828 -1.59876 0.70457
C -0.79272 -0.86530 -1.75087
H 1.32074 -0.63281 2.32648
H 0.15990 -2.63967 0.96140
H -2.53203 0.04143 -1.71463
H 1.39616 -1.24538 -1.07368
H 1.90665 -1.21642 0.91542
H -1.19580 3.10711 0.49775
H -1.03361 -1.28456 1.04384
H 0.39059 -2.58367 -1.57654
H -0.22373 1.61951 2.84582
H -0.01000 2.59755 -1.79115
```